[1]
This record from OMol25 describes a 40-piece molecular cluster, H80O40 overall at a distorted geometry. The level of theory is wB97M-V/def2-TZVPD.

Properties
molar mass = 720.600 g/mol
ΔE to the lowest compared entry with this formula, charge and spin = 1176.17 kJ/mol
E_HOMO = -10.4 eV

XYZ file:
```
120
Properties=species:S:1:pos:R:3:lowdin_charge:R:1
H 0.4114 -3.9725 -5.5836 0.0838
H 0.2774 -2.4907 -5.1951 0.0573
O 0.3487 -3.4243 -4.7370 -0.1170
H -0.2042 4.0984 5.0275 0.1001
H 0.3048 3.8561 3.6671 -0.0349
O 0.4323 3.5087 4.4957 -0.0612
H -2.1850 1.9500 -2.9506 0.0996
H -1.9694 1.1239 -4.2829 -0.0507
O -1.5746 1.4762 -3.5897 0.0056
H -4.6570 2.2396 1.9222 -0.0560
H -5.0884 3.5604 1.3450 0.0835
O -4.5356 3.1300 2.0535 -0.0410
H 1.2990 -0.4812 5.2344 0.0074
H 1.4910 -1.4567 6.3379 0.1053
O 2.0788 -1.0103 5.5888 -0.1461
H -2.0858 2.4573 5.9471 -0.0243
O -1.8595 3.0387 5.2833 -0.0656
H 3.9433 0.2356 4.1006 0.0071
O 3.2604 0.5077 3.5182 -0.0820
H 0.6262 1.6710 4.9738 0.0793
H 0.4224 0.9689 3.7980 0.0767
O -0.0468 0.9737 4.6964 -0.1234
H 4.5566 -2.3851 0.8473 -0.0383
H 5.2349 -2.6902 2.1127 0.0149
O 5.0054 -2.0108 1.5295 0.0219
H -0.9091 2.1192 -5.4090 0.0278
H 0.3984 2.7523 -5.9165 0.0509
O -0.4870 2.4493 -6.2871 -0.1200
H 0.4878 4.7304 1.0115 0.0647
H 1.5010 3.5523 0.7711 0.0767
O 0.8672 3.8971 1.4442 -0.0737
H 0.7525 0.7023 -0.9755 0.0329
O 1.1556 0.9380 -1.8335 -0.0615
H -5.0605 -3.4060 2.4454 -0.0442
H -5.0008 -2.0315 3.1253 0.0452
O -5.0146 -2.5593 2.3072 0.0102
H 3.7349 -4.6193 -3.1742 0.1150
H 2.6611 -4.3392 -4.1854 -0.0339
O 2.7389 -4.5639 -3.3211 -0.0390
H -3.0733 1.9713 -0.5557 0.0456
H -4.4998 1.4370 -0.7605 -0.0122
O -4.0358 2.2188 -0.5243 -0.0417
H 2.1612 2.6042 -2.0978 -0.0345
H 2.6161 4.0168 -1.7737 0.0488
O 2.9081 3.0753 -1.7856 -0.0431
H -1.4626 -2.9608 0.9972 0.0391
H -0.0190 -2.2744 0.5683 0.0306
O -0.5771 -2.6095 1.3335 -0.1103
H -0.7846 4.8348 -0.2274 0.0315
H -1.6481 3.9807 0.6376 -0.0377
O -1.6553 4.3609 -0.1690 -0.0059
H 2.4834 -2.0972 -0.3764 0.0741
O 1.6167 -2.5460 -0.5829 -0.0649
H -1.9634 0.9195 0.9674 -0.0880
H -3.0827 1.5591 2.1091 0.1514
O -2.2052 0.9411 1.8060 -0.0646
H 0.8231 5.7895 -1.6643 0.0125
O 1.1752 5.8900 -0.8287 0.0107
H -4.0466 -0.1339 4.5812 0.0446
H -3.5143 -0.1527 3.1643 0.0360
O -4.3889 -0.2681 3.6467 -0.1029
H 6.3866 -1.1768 -1.9407 0.0029
H 5.4203 -0.2404 -2.7301 0.0695
O 5.6159 -1.2488 -2.4775 -0.1297
H -1.8549 -3.1155 2.9420 0.0401
H -1.6181 -3.3521 4.5105 -0.0390
O -2.1277 -3.5851 3.7969 -0.0441
H 1.6222 -2.7975 4.2113 0.0575
H 0.3156 -3.3159 3.4210 0.0301
O 0.6091 -2.9400 4.2925 -0.1178
H 1.3896 -0.1713 0.8170 0.0579
H 0.9122 -0.9697 2.2115 -0.0018
O 1.5633 -0.7525 1.5922 -0.0321
H -0.7244 -0.1866 -5.3212 -0.0087
H -0.6178 -0.1966 -6.8194 0.0279
O -0.3375 -0.6257 -6.0441 0.0066
H 4.2200 1.3898 -1.1188 0.0474
H 4.7388 1.9358 -2.3346 -0.0078
O 5.0838 1.6090 -1.5314 -0.0547
H -1.7548 -0.1529 5.0704 0.0585
H -2.3268 0.0405 6.5893 0.1054
O -2.5249 0.1730 5.6110 -0.0949
H -3.3397 -2.9912 -3.6436 0.0221
H -2.7830 -2.4484 -2.2412 0.0112
O -3.3082 -2.2865 -3.0378 -0.0227
H 1.1607 -1.5199 -3.6095 0.0645
H 2.2978 -2.5472 -3.4370 -0.0280
O 1.9594 -1.7639 -3.1121 -0.0262
H 2.5144 -3.0864 2.8884 0.0116
O 2.6542 -3.8877 2.3754 -0.0044
H -0.4357 1.5369 1.7338 0.0862
H -0.0315 2.6916 0.6000 -0.0539
O -0.1074 1.7959 0.7946 -0.0840
H 1.6504 -2.6940 -1.5287 0.0023
H -1.6465 2.4566 4.4867 0.0604
H 2.1122 6.0006 -0.9199 0.0536
H 3.2497 -0.1023 2.7069 0.0410
H 0.4003 1.4106 -2.2529 0.0527
H 2.3035 -3.7687 1.5385 -0.0283
O -5.1101 -0.5771 -0.6209 -0.0063
H -5.2345 -1.4867 -0.6496 -0.0021
H -4.9416 -0.4418 0.3064 0.0301
O -1.6831 -0.6377 -1.2279 -0.0394
H -2.2899 -1.2976 -0.8336 0.0143
H -1.8724 -0.8661 -2.1358 -0.0008
O 1.9559 1.9249 -4.2285 -0.0114
H 2.4132 1.4597 -4.8976 0.0209
H 1.7916 1.3274 -3.5317 -0.0382
O -3.3390 -3.2185 0.1507 0.0259
H -3.7377 -2.8479 0.9891 0.0572
H -3.4252 -4.0120 -0.1061 -0.0571
O 2.8820 -5.7787 -1.0610 -0.0341
H 3.0280 -5.1584 -0.4563 -0.0735
H 1.9507 -5.5301 -1.4098 0.0949
O 4.0517 -0.3639 -4.3480 -0.0602
H 4.5069 -0.8178 -5.0599 0.0527
H 3.4459 -0.9511 -3.8798 -0.0033
O -2.1916 4.6727 -3.0008 -0.1397
H -2.7978 5.4599 -2.7152 0.0904
H -2.1829 4.9712 -3.9808 0.0762
```

=====

[2]
This record from OMol25 describes a 40-piece molecular cluster, H80O40 overall at a distorted geometry. The level of theory is wB97M-V/def2-TZVPD.

Properties
molar mass = 720.600 g/mol
ΔE to the lowest compared entry with this formula, charge and spin = 851.69 kJ/mol
E_HOMO = -10.3 eV

XYZ file:
```
120
Properties=species:S:1:pos:R:3:lowdin_charge:R:1
H -3.8481 -2.1421 4.7739 0.0041
H -4.6691 -1.8410 3.4413 0.0357
O -4.7079 -2.0244 4.3775 -0.0289
H -1.8843 5.1722 0.3763 0.0966
H -3.0287 4.3625 1.0320 0.1005
O -2.4202 4.3817 0.2729 -0.0301
H -0.2810 -1.7152 1.3747 0.0008
H -0.0424 -2.6195 2.5082 0.0317
O 0.2040 -2.5361 1.5623 -0.0625
H -3.7557 -0.3052 3.9120 0.0577
H -3.5072 0.6305 5.1280 0.0655
O -3.0871 0.2730 4.3424 -0.0784
H -4.6754 4.1679 -1.9312 0.0212
H -3.5737 4.5364 -0.8667 -0.0402
O -4.2868 4.8874 -1.4423 -0.0648
H 3.3745 -3.2235 4.6989 0.0500
O 3.3765 -2.4268 4.1512 -0.0401
H -3.3569 -4.2770 0.8603 0.0055
O -2.9755 -5.0628 1.2463 -0.0848
H 0.4932 -5.5975 -1.6577 0.0228
H 0.1532 -4.5997 -2.7675 0.0161
O 0.4518 -5.5436 -2.6256 -0.0948
H -2.3991 2.0464 5.0846 -0.0166
H -2.4033 3.6874 4.9641 0.0336
O -2.8154 2.8751 5.2329 -0.0280
H 0.8537 0.7135 -5.2559 0.0082
H 1.8272 0.8196 -6.4854 0.0395
O 1.3048 0.1948 -5.9651 -0.0875
H -4.6041 1.1282 -5.1634 0.0505
H -4.5526 1.9495 -3.8825 0.0839
O -3.9858 1.6738 -4.6703 -0.0579
H -2.8487 -0.7008 -5.1544 0.0497
O -2.5045 -1.6359 -5.0948 -0.0572
H 4.1047 2.6034 -2.6843 0.0157
H 5.5673 3.0705 -2.2920 0.0439
O 5.0480 2.4581 -2.8473 -0.0655
H -1.0713 -2.2137 5.7571 0.0156
H -2.0859 -0.8963 5.6654 0.0145
O -1.8976 -1.8070 5.4990 -0.0518
H 1.9861 2.0383 5.8051 0.0524
H 3.2845 1.4958 5.1769 0.0337
O 2.7388 2.3005 5.2297 -0.0708
H 2.4509 2.9906 -4.7854 0.0357
H 2.5485 1.4984 -4.5978 0.0349
O 1.9249 2.2256 -4.5635 -0.0730
H -0.9878 0.4487 2.8620 0.0763
H -1.4083 -0.5728 3.8168 0.0314
O -1.1414 -0.5281 2.8684 -0.0859
H 5.4200 2.2150 2.6058 0.0462
H 4.2648 3.0849 2.8400 0.0223
O 5.1111 2.8370 3.3221 -0.0922
H 0.0053 0.0328 -0.2027 0.0280
O -0.3907 -0.7229 -0.6600 -0.0181
H 1.2091 5.0351 -3.9180 0.0568
H 1.4939 3.9229 -2.9880 -0.0018
O 1.9616 4.5240 -3.5947 -0.0659
H 2.1381 -0.1615 4.3920 0.0413
O 1.2999 -0.5305 4.7771 -0.0650
H 3.4195 -3.2298 -3.0233 0.1119
H 4.0387 -3.4146 -1.7474 -0.0048
O 3.4760 -2.7609 -2.1264 -0.0667
H 2.0153 -3.9149 -1.4783 -0.0029
H 1.2005 -3.2325 -0.2505 -0.0007
O 1.2108 -3.8069 -1.0030 -0.0525
H 2.1016 -1.3269 0.8000 0.0081
H 3.7010 -0.9352 0.5915 0.0427
O 3.0499 -1.6091 0.8394 -0.0723
H 2.3379 4.2404 2.9474 0.0215
H 0.8196 3.9051 3.2837 0.0310
O 1.4179 4.3774 2.7029 -0.0445
H -1.3953 2.9940 -4.5094 0.0209
H -2.5550 3.1885 -5.4162 0.0042
O -1.7346 3.6509 -5.1890 -0.0895
H -2.0807 0.7217 -3.6465 0.0139
H -0.9975 0.8130 -2.7668 -0.0080
O -1.1200 0.8852 -3.7035 -0.0250
H 4.0750 -3.5877 0.3356 0.0163
H 3.4104 -4.7685 0.4840 0.0286
O 4.2258 -4.5098 0.0693 -0.0479
H -0.0499 3.4125 -2.3920 -0.0157
H 0.8013 2.2113 -1.9575 0.0335
O 0.3277 2.9831 -1.6379 -0.0513
H -3.4380 0.9131 1.1788 0.0380
H -2.1158 0.2099 1.6187 -0.0195
O -2.4952 0.8933 1.0677 -0.0385
H 6.9941 -0.7769 1.3404 0.0321
H 6.0559 -0.3501 2.4796 0.0196
O 6.0879 -0.6803 1.5954 -0.0198
H 2.0729 0.2552 0.9541 0.0196
O 1.2755 0.0546 1.4446 -0.0807
H -3.4542 -1.3493 -2.1404 0.0022
H -4.5610 -1.5683 -1.0838 0.0800
O -3.6105 -1.7512 -1.2916 -0.0386
H -0.8889 -0.2393 -1.3165 -0.0002
H 2.7131 -2.6963 3.5087 0.0239
H 1.3742 -1.4662 4.5786 -0.0099
H -2.8312 -5.7272 0.5554 0.0185
H -2.8423 -1.8394 -4.2191 0.0097
H 1.4222 -0.1284 2.3933 0.0556
O -0.0297 -3.5811 4.9768 -0.0529
H 0.7074 -4.0544 5.4628 0.1015
H -0.6658 -4.1514 4.5499 0.0655
O -3.5130 1.0915 -1.6167 -0.0459
H -3.3328 2.0233 -1.4481 0.0213
H -3.0288 0.5414 -1.0074 -0.0141
O -0.7811 -2.6132 -3.5568 -0.0798
H -0.2710 -2.7107 -2.6968 0.0516
H -0.6770 -1.8048 -4.0693 0.0102
O -3.0210 -5.0037 -1.3497 -0.0652
H -2.1449 -5.2431 -1.7023 0.0446
H -3.0950 -4.2371 -1.9441 0.0353
O -1.8205 3.7801 -2.3375 -0.0793
H -2.0741 3.7253 -1.4020 0.0029
H -2.2585 4.5072 -2.7929 0.0663
O 2.8878 2.0920 1.0691 -0.0483
H 3.4361 2.7833 0.6925 0.0533
H 2.0387 2.5602 1.0386 0.0465
O 1.7097 -0.4001 -3.2172 -0.0389
H 1.2372 -0.9221 -3.8742 0.0163
H 1.8417 -1.0198 -2.5056 0.0060
```

=====

Question: What is the molar mass in the second record?
Answer: 720.600 g/mol